1.
22
Properties=species:S:1:pos:R:3:nbo_charge:R:1 method="wB97M-V/def2-TZVPD" fmax_ha_per_bohr=0.10914 homo_ev=-4.21 total_charge=-1
C -2.384 0.247 -1.608 -0.63
C -1.092 0.205 -0.699 -0.03
C -0.666 1.574 -0.214 -0.46
C 0.377 1.327 0.849 -0.02
O 1.515 0.705 0.534 -0.87
N 0.002 -0.307 -1.732 -0.91
H -3.107 0.573 -0.844 0.19
H -2.484 -0.723 -2.091 0.21
H -2.256 0.986 -2.436 0.20
H -1.121 -0.649 0.161 0.20
H -1.687 2.064 0.095 0.18
H -0.474 2.223 -1.040 0.20
H -0.076 1.010 1.745 0.13
H 0.687 2.378 1.344 0.08
H 0.152 -1.374 -1.531 0.35
H 0.890 0.106 -1.355 0.39
H 2.344 -2.358 1.346 0.50
H 3.505 -1.560 1.969 0.45
O 3.176 -2.511 1.892 -1.02
H 1.286 -0.526 0.866 0.49
H 0.414 -1.788 1.695 0.45
O 0.999 -1.600 1.054 -1.07



2.
80
Properties=species:S:1:pos:R:3:mulliken_charge:R:1 method="wB97M-V/def2-TZVPD" fmax_ha_per_bohr=0.12095 homo_ev=-7.82 total_charge=0
Cd 0.251 -2.028 0.808 0.75
C -0.546 4.230 4.366 -0.57
C -1.214 3.621 3.376 -0.56
C -0.543 3.048 2.170 -0.05
C 0.598 2.052 2.444 0.26
C 1.984 2.498 2.165 -0.48
C 2.413 3.757 2.368 -0.56
C 1.610 4.857 3.000 -0.86
C 0.935 4.464 4.329 -0.62
C 1.109 -3.338 2.532 -1.26
H -1.013 4.750 5.218 0.37
H -2.311 3.594 3.388 0.39
H -0.134 3.807 1.505 0.43
H -1.272 2.472 1.595 -0.12
H 0.444 1.549 3.409 0.67
H 0.483 1.209 1.744 -0.46
H 2.585 1.737 1.652 0.34
H 3.419 4.033 2.094 0.42
H 0.881 5.272 2.296 0.36
H 2.313 5.653 3.284 0.38
H 1.495 3.605 4.715 0.33
H 1.037 5.277 5.064 0.46
H 0.724 -3.346 3.569 0.28
H 2.096 -2.855 2.545 0.33
H 1.213 -4.391 2.215 0.41
P 1.379 -1.436 -1.622 0.87
P -2.107 -1.002 -1.748 -0.26
N 2.629 -0.267 -1.883 0.60
N 2.232 -2.737 -2.798 0.25
N -2.166 0.645 -2.410 0.41
N -3.660 -1.371 -2.651 0.28
C 0.366 -0.818 -3.005 -0.63
C -0.990 -1.545 -3.107 -1.32
C 3.721 -0.213 -0.997 -0.57
C 4.684 0.621 -1.548 -0.71
C 4.199 1.066 -2.818 -0.68
C 2.944 0.511 -3.007 -0.17
C 2.636 -3.980 -2.337 -0.52
C 3.124 -4.744 -3.403 -0.58
C 3.014 -3.936 -4.576 -0.58
C 2.485 -2.706 -4.170 -0.24
C -1.974 1.726 -1.533 -0.57
C -1.709 2.868 -2.283 -0.52
C -1.724 2.491 -3.663 -1.00
C -2.015 1.136 -3.713 -0.32
C -4.415 -0.731 -3.641 -0.24
C -5.430 -1.587 -4.070 -0.63
C -5.284 -2.811 -3.338 -0.56
C -4.190 -2.658 -2.499 -0.41
H 0.867 -0.967 -3.977 -0.12
H 0.228 0.262 -2.837 0.64
H -1.468 -1.345 -4.085 0.44
H -0.870 -2.636 -3.007 0.61
H 3.734 -0.828 -0.105 0.47
H 5.640 0.873 -1.112 0.44
H 4.718 1.684 -3.536 0.43
H 2.286 0.574 -3.864 0.39
H 2.591 -4.212 -1.286 0.39
H 3.503 -5.755 -3.367 0.41
H 3.293 -4.207 -5.594 0.41
H 2.321 -1.809 -4.769 0.28
H -2.091 1.569 -0.462 0.42
H -1.550 3.859 -1.875 0.48
H -1.574 3.154 -4.501 0.47
H -2.165 0.515 -4.579 0.62
H -4.223 0.288 -3.943 0.53
H -6.185 -1.354 -4.810 0.42
H -5.914 -3.689 -3.414 0.42
H -3.759 -3.328 -1.771 0.31
O -3.129 -3.274 4.438 -0.71
C -2.187 -2.500 4.633 0.25
C -1.785 -2.017 6.051 -0.35
C -0.983 -0.787 5.750 -0.52
C -0.698 -0.869 4.232 0.12
O 0.119 -0.180 3.597 -0.68
N -1.428 -1.874 3.662 -0.21
H -2.668 -1.788 6.662 0.27
H -1.225 -2.814 6.557 0.21
H -1.594 0.104 5.891 0.25
H -0.111 -0.693 6.389 0.33



3.
14
Properties=species:S:1:pos:R:3:nbo_charge:R:1 method="wB97M-V/def2-TZVPD" fmax_ha_per_bohr=0.13345 homo_ev=-9.05 total_charge=0
C 1.208 -0.527 0.221 0.30
C 1.236 0.641 0.999 -0.34
C 0.008 1.268 0.777 0.42
C -1.232 0.938 0.182 -0.39
C -1.180 -0.355 -0.535 0.27
C 0.103 -0.843 -0.632 0.22
H 2.546 -1.824 -0.676 0.51
H 1.960 0.706 1.780 0.26
H -2.041 1.788 -0.002 0.27
H -3.098 -0.496 -0.674 0.48
O 2.365 -1.223 0.233 -0.67
O -2.190 -0.745 -1.453 -0.63
F 0.075 2.575 1.371 -0.37
F 0.240 -1.901 -1.591 -0.35



4.
69
Properties=species:S:1:pos:R:3:nbo_charge:R:1 method="wB97M-V/def2-TZVPD" fmax_ha_per_bohr=0.04270 homo_ev=-11.77 total_charge=+1
C 4.257 -4.578 -0.371 -0.61
C 4.976 -3.451 0.372 -0.41
C 4.138 -2.842 1.521 -0.39
C 3.822 -1.351 1.363 -0.39
C 3.215 -1.066 -0.009 -0.41
C 2.538 0.325 -0.086 -0.46
C 1.041 0.295 -0.203 0.36
N 0.411 0.901 0.816 -0.44
C -0.921 0.981 0.922 0.16
C -1.503 1.705 2.121 0.96
F -2.631 1.118 2.513 -0.29
F -1.805 2.966 1.771 -0.30
F -0.631 1.737 3.135 -0.30
C -1.707 0.404 -0.007 -0.26
C -1.125 -0.247 -1.105 0.28
C -2.059 -0.878 -2.104 -0.49
C -3.537 -0.917 -1.719 -0.41
C -3.860 -1.832 -0.519 -0.43
C -5.127 -2.690 -0.725 -0.66
S -6.138 -2.652 0.739 2.12
O -7.104 -3.693 0.670 -0.87
O -6.569 -1.308 0.949 -0.90
Cl -4.810 -3.127 2.216 -0.23
C 0.282 -0.281 -1.227 -0.49
P 1.116 -1.071 -2.672 1.81
O 2.622 -0.565 -2.825 -0.99
O 1.375 -2.612 -2.276 -0.99
S 0.189 -0.960 -4.343 -0.49
H 4.268 -5.497 0.216 0.22
H 3.208 -4.345 -0.571 0.19
H 4.750 -4.821 -1.313 0.22
H 5.351 -2.711 -0.336 0.19
H 5.862 -3.903 0.821 0.22
H 4.663 -3.021 2.457 0.22
H 3.188 -3.382 1.557 0.19
H 4.701 -0.737 1.561 0.22
H 3.062 -1.120 2.119 0.19
H 4.005 -1.077 -0.757 0.22
H 2.510 -1.854 -0.275 0.22
H 2.795 0.850 0.837 0.22
H 2.905 0.942 -0.908 0.28
H 0.970 1.324 1.548 0.45
H -2.771 0.488 0.126 0.27
H -1.725 -1.884 -2.362 0.24
H -1.955 -0.306 -3.028 0.29
H -3.881 0.104 -1.538 0.21
H -4.100 -1.254 -2.589 0.23
H -4.056 -1.194 0.345 0.23
H -2.999 -2.444 -0.251 0.21
H -5.736 -2.270 -1.522 0.26
H -4.836 -3.724 -0.888 0.26
H 3.199 -1.347 -2.805 0.53
H 0.585 -3.113 -2.525 0.52
Br 1.579 1.757 -3.402 -0.02
C 1.991 3.673 -3.270 -0.44
C 1.423 4.432 -4.439 -0.46
Br 2.470 4.147 -6.047 0.01
H 3.071 3.755 -3.199 0.23
H 1.540 4.013 -2.340 0.22
H 1.462 5.502 -4.248 0.24
H 0.404 4.141 -4.670 0.23
Br -0.730 5.183 6.948 0.00
C -2.017 4.445 5.696 -0.45
C -2.572 5.492 4.768 -0.46
Br -3.886 6.621 5.640 0.01
H -2.784 3.956 6.287 0.24
H -1.465 3.697 5.128 0.21
H -3.100 5.020 3.942 0.22
H -1.802 6.151 4.378 0.23



5.
7
Properties=species:S:1:pos:R:3:nbo_charge:R:1 method="wB97M-V/def2-TZVPD" fmax_ha_per_bohr=0.07849 homo_ev="-8.50 / -8.18" total_charge=0
C -0.582 0.638 -0.697 -0.48
O 1.260 -0.285 1.687 -0.53
O 1.320 -1.507 0.906 -0.49
P -0.099 -1.011 1.477 1.25
Cl -2.268 0.710 -1.071 0.02
Cl 0.385 -0.151 -1.883 0.01
H -0.016 1.606 -0.420 0.23



6.
10
Properties=species:S:1:pos:R:3:nbo_charge:R:1 method="wB97M-V/def2-TZVPD" fmax_ha_per_bohr=0.05353 homo_ev=-8.48 total_charge=0
S -1.763 -1.719 -0.408 -0.12
C -1.594 -0.350 0.516 -0.06
N -0.659 0.642 0.345 -0.60
C 0.558 0.653 -0.439 -0.06
C 1.583 -0.192 -0.507 -0.19
Cl 1.640 -1.745 0.311 0.00
H -2.241 -0.137 1.328 0.19
H -0.691 1.328 1.080 0.40
H 0.760 1.528 -1.052 0.21
H 2.406 -0.007 -1.175 0.23



7.
17
Properties=species:S:1:pos:R:3:nbo_charge:R:1 method="wB97M-V/def2-TZVPD" fmax_ha_per_bohr=0.08372 homo_ev=-7.58 total_charge=0
C -0.930 -1.314 -0.686 -0.63
C -0.278 0.061 -0.732 -0.22
C -0.546 0.989 0.477 0.22
N -1.667 1.309 1.057 -0.80
C 0.764 1.314 0.561 -0.34
C 1.227 0.266 -0.413 -0.06
N 1.796 -0.875 0.304 -0.86
H -0.484 -1.973 -1.438 0.21
H -1.999 -1.236 -0.910 0.20
H -0.828 -1.791 0.294 0.22
H -0.540 0.523 -1.698 0.20
H -1.681 1.821 1.936 0.39
H -2.520 0.773 0.915 0.39
H 1.313 1.995 1.204 0.19
H 1.829 0.604 -1.262 0.16
H 2.753 -0.721 0.611 0.36
H 1.792 -1.745 -0.222 0.35



8.
8
Properties=species:S:1:pos:R:3:nbo_charge:R:1 method="wB97M-V/def2-TZVPD" fmax_ha_per_bohr=0.07928 homo_ev=-10.78 total_charge=0
O -1.069 0.892 0.555 -0.71
C -0.122 0.381 -0.259 0.09
N -0.247 -1.250 -0.027 -0.24
F -1.189 -1.599 -1.036 -0.29
H -1.348 0.094 1.009 0.49
H 0.941 0.745 -0.041 0.16
H -0.373 0.435 -1.295 0.17
H 0.553 -1.690 -0.363 0.33



9.
9
Properties=species:S:1:pos:R:3:mulliken_charge:R:1 method="wB97M-V/def2-TZVPD" fmax_ha_per_bohr=0.15202 homo_ev="-28.27 / -26.25" total_charge=+3
H -0.290 1.495 -0.020 0.42
O -1.063 -1.368 0.657 -0.04
C -1.132 -0.282 0.136 0.56
C 0.051 0.471 -0.391 -0.07
O 1.224 -0.053 0.103 -0.18
Li 0.812 -1.685 1.117 0.91
Ga 2.696 0.543 -0.254 0.91
F -2.293 0.358 0.145 0.02
H -0.006 0.520 -1.493 0.46